The following is a quantum chemistry calculation of a molecular structure, C31H23CoF3IN2O4, from OMol25.

Values from the calculation:
E	-3585.5892	Eh
expectation value of S²	6.02
Kohn-Sham gap (spin up / spin down)	7.5072 / 6.4712	eV
LUMO (spin up / spin down)	-0.68 / -1.73	eV
multiplicity	5

Each line ends with the Mulliken spin population.
Cartesian coordinates (Å):
Co  0.3637  0.7105  -0.0076  3.215
C  4.2447  -1.0272  -1.6073  0.005
C  3.1516  -2.0214  -1.3737  0.022
N  3.3126  -3.2606  -1.7557  -0.009
C  2.3095  -4.1447  -1.5382  0.033
C  1.1270  -3.8297  -0.9310  -0.014
C  0.0973  -4.9071  -0.7244  -0.002
O  -1.1402  -4.6327  -1.3756  0.000
C  0.9221  -2.4840  -0.5100  -0.013
C  -0.2904  -2.1583  0.1991  -0.010
N  -0.6095  -1.0160  0.7108  0.090
C  -1.7508  -1.0035  1.5725  0.004
C  -2.0528  -2.1283  2.3444  0.008
C  -3.1547  -2.1634  3.1790  -0.005
C  -3.9775  -1.0543  3.2848  0.007
C  -3.6635  0.0918  2.5749  -0.012
C  -2.5534  0.1272  1.7401  0.002
I  -2.1554  1.9455  0.8146  0.054
C  1.9470  -1.5618  -0.7360  0.014
O  1.8972  -0.3029  -0.4202  0.217
H  5.0718  -1.5129  -2.1181  0.000
H  4.5885  -0.6034  -0.6612  -0.001
H  3.8773  -0.1871  -2.1989  0.000
H  2.4977  -5.1588  -1.8728  0.001
H  -0.1561  -5.0240  0.3313  0.000
H  0.5150  -5.8614  -1.0570  0.000
H  -0.9705  -4.5518  -2.3201  0.000
H  -0.9854  -2.9833  0.3213  0.006
H  -1.3921  -2.9839  2.3198  0.001
H  -3.3546  -3.0549  3.7581  0.000
H  -4.8418  -1.0654  3.9347  0.000
H  -4.2794  0.9748  2.6753  -0.005
C  1.8706  1.0804  4.1266  0.006
C  1.7503  1.2662  2.6372  -0.002
O  0.7012  0.8642  2.1096  0.067
C  2.8227  1.8950  1.8933  -0.004
C  4.0922  2.0700  2.4812  -0.005
C  5.1176  2.6738  1.8013  0.010
C  4.8795  3.1488  0.5010  -0.004
C  3.6514  3.0191  -0.0926  0.015
C  2.5851  2.3824  0.5839  -0.006
O  1.4223  2.3092  0.0112  0.156
H  0.9394  0.6653  4.5022  -0.001
H  2.0864  2.0283  4.6192  0.001
H  2.6878  0.3960  4.3594  0.001
H  4.2667  1.7071  3.4856  0.001
H  6.0916  2.7849  2.2566  0.001
H  5.6824  3.6265  -0.0478  0.000
H  3.4609  3.3830  -1.0932  -0.001
F  -2.5637  4.2627  -8.2187  0.000
C  -2.5805  2.9301  -8.0553  0.000
F  -3.8447  2.5208  -8.2836  0.000
F  -1.8277  2.4005  -9.0395  0.000
C  -2.0972  2.5099  -6.6991  0.006
C  -1.7398  3.4482  -5.7454  -0.002
C  -1.3050  3.0296  -4.4983  0.009
C  -1.2230  1.6710  -4.1970  -0.014
C  -1.5828  0.7331  -5.1712  0.009
C  -2.0178  1.1513  -6.4131  -0.004
C  -0.7801  1.2414  -2.9045  0.099
C  -0.4226  0.8608  -1.8075  0.055
H  -1.8002  4.5032  -5.9724  0.000
H  -1.0220  3.7540  -3.7470  0.000
H  -1.5172  -0.3205  -4.9375  0.001
H  -2.2957  0.4227  -7.1638  0.000

The following is a quantum chemistry calculation of C18H13ClN4O in the gas phase at a distorted geometry, from OMol25.

Values from the calculation:
SMILES string	[H]/N=C(\NO)c1ccc(C#Cc2c(N)ncc3ccc(Cl)cc23)cc1
E	-1448.0833	Eh
ΔE to the lowest compared entry with this formula, charge and spin	356.3	kJ/mol
Kohn-Sham gap	7.4264	eV
LUMO	-0.39	eV

Each line ends with the natural charge from an NBO analysis.
Cartesian coordinates (Å):
Cl  0.4012  6.5543  0.3517  0.037
C  0.4532  0.5109  0.8461  0.065
C  -0.5279  1.1670  0.6237  -0.038
N  4.5183  -4.2572  2.3874  -0.715
N  -4.0830  1.5382  -0.3952  -0.466
O  6.7297  -4.4138  0.7850  -0.546
C  4.5733  -3.3760  1.4290  0.375
C  -2.9195  1.0677  0.0430  0.413
C  2.6469  -0.3534  0.1656  -0.166
C  1.5492  -1.2754  2.0986  -0.180
C  3.6583  -1.3241  0.2607  -0.194
C  2.5356  -2.2420  2.2030  -0.143
C  -2.2175  5.9779  -0.1289  -0.265
C  -0.9381  5.4898  0.2032  -0.017
C  1.5615  -0.3697  1.0560  -0.138
C  3.6149  -2.2747  1.3087  -0.098
C  -4.2098  2.8769  -0.5224  0.121
C  -3.3043  5.1089  -0.3329  -0.123
C  -0.7748  4.0862  0.3107  -0.263
C  -1.7613  1.8174  0.2755  -0.239
C  -3.1392  3.7236  -0.2370  -0.179
C  -1.8393  3.2061  0.1107  0.109
N  5.6090  -3.5068  0.5559  -0.335
N  -2.9802  -0.3027  0.1625  -0.793
H  5.2944  -4.9141  2.3602  0.351
H  6.6617  -5.1645  0.1582  0.480
H  2.6442  0.3752  -0.6417  0.223
H  0.6659  -1.2407  2.7152  0.225
H  4.4800  -1.3155  -0.4570  0.203
H  2.4907  -2.9745  2.9703  0.249
H  -2.3548  7.0564  -0.1557  0.227
H  -5.1779  3.2874  -0.7991  0.200
H  -4.2768  5.5391  -0.5431  0.217
H  0.1999  3.6946  0.5962  0.235
H  5.7681  -2.7130  -0.0533  0.369
H  -3.8370  -0.6500  -0.2180  0.403
H  -2.1353  -0.8300  0.0871  0.396

The following is a quantum chemistry calculation of a molecular structure, C2H7N3O at a distorted geometry, from OMol25.

Values from the calculation:
E	-319.8361	Eh
ΔE to the lowest compared entry with this formula, charge and spin	298.5	kJ/mol
Kohn-Sham gap	9.4856	eV
LUMO	0.50	eV

Each line ends with the natural charge from an NBO analysis.
Cartesian coordinates (Å):
C  0.4956  0.2636  0.6317  -0.332
N  0.0973  -0.6647  -0.4636  -0.450
C  -0.5498  1.4119  0.6190  0.625
N  0.8607  -1.8788  -0.4361  -0.645
N  -1.5825  1.0296  -0.1439  -0.937
O  -0.3871  2.3586  1.3745  -0.655
H  0.2214  -0.1276  -1.3336  0.377
H  0.5612  -2.4719  -1.2041  0.362
H  1.8548  -1.6908  -0.5643  0.352
H  -2.2887  1.7584  -0.1768  0.392
H  -1.2173  -0.3608  -0.3680  0.475
H  0.4313  -0.2919  1.5675  0.229
H  1.5031  0.6644  0.4978  0.208